# 1
# C32H72BrN4

A 5-piece molecular cluster, C32H72BrN4 overall (wB97M-V/def2-TZVPD, the OMol25 dataset).

Last column: Löwdin charge in e.
Atoms and positions in Å:
Br: 5.776 31.958 13.041  -0.504
N: 6.348 34.581 18.209  -0.226
N: 9.807 34.093 12.547  -0.243
N: 1.578 30.454 22.086  -0.234
N: 4.441 29.013 16.349  -0.225
C: 4.844 37.649 16.157  -0.082
C: 6.594 28.456 14.781  -0.237
C: 0.611 29.592 21.199  -0.040
C: 8.891 34.366 13.748  -0.129
C: 7.144 33.810 17.085  0.058
C: 7.847 27.624 14.631  -0.090
C: 7.353 35.285 19.160  -0.103
C: 11.241 34.323 13.063  0.028
C: 1.448 28.546 20.435  -0.180
C: 2.831 28.556 20.939  -0.148
C: 9.602 35.387 11.714  -0.063
C: 1.594 30.140 23.621  -0.071
C: 9.936 31.571 12.699  -0.214
C: 5.867 36.573 16.532  -0.229
C: 0.458 30.476 25.918  -0.095
C: 8.899 35.877 13.985  -0.173
C: 2.939 30.036 21.407  -0.070
C: 2.500 27.723 16.843  -0.164
C: 5.072 30.361 16.679  -0.019
C: 1.313 31.933 21.850  0.025
C: 5.624 28.034 15.923  -0.075
C: 5.303 35.600 17.575  -0.089
C: 9.706 32.793 11.752  -0.091
C: 9.785 30.273 11.863  -0.074
C: 9.456 36.582 12.726  -0.110
C: 3.417 29.135 15.160  -0.043
C: 7.806 34.269 20.176  -0.126
C: 3.689 28.342 17.502  -0.134
C: 0.308 30.523 24.434  -0.230
C: 6.719 33.119 20.189  -0.110
C: 2.053 28.730 15.776  -0.106
C: 5.654 33.581 19.144  -0.093
H: -0.564 29.961 24.099  0.117
H: 11.403 33.432 13.669  0.089
H: 6.175 28.525 13.777  0.108
H: 1.567 29.589 16.237  0.119
H: 10.942 31.540 13.117  0.098
H: 7.866 36.181 14.157  0.098
H: 3.847 37.398 15.795  0.090
H: 3.852 30.296 21.942  0.133
H: 8.710 32.771 11.310  0.124
H: 6.806 36.075 19.674  0.138
H: 1.388 28.202 15.092  0.133
H: 5.265 27.017 15.762  0.142
H: 3.509 28.341 20.113  0.094
H: 8.804 30.294 11.387  0.075
H: 2.832 27.800 21.724  0.131
H: 11.236 35.096 13.832  0.102
H: 5.902 30.244 17.376  0.105
H: 9.907 29.426 12.538  0.060
H: 7.765 34.544 16.571  0.078
H: 3.346 29.180 18.110  0.096
H: 1.958 32.431 22.573  0.116
H: 10.458 32.922 10.974  0.140
H: 0.967 29.585 26.286  0.085
H: 12.020 34.402 12.305  0.125
H: 8.731 33.846 19.783  0.113
H: 4.922 36.081 18.477  0.127
H: 3.634 30.117 14.739  0.096
H: 0.117 30.246 20.482  0.130
H: 5.274 32.812 18.471  0.104
H: 10.482 35.464 11.076  0.130
H: 6.541 33.239 16.379  0.088
H: 8.687 35.244 11.140  0.140
H: 7.864 33.227 17.659  0.101
H: 2.416 30.738 24.013  0.134
H: 2.761 26.704 16.557  0.133
H: 1.491 32.245 20.820  0.104
H: 4.659 38.388 16.937  0.083
H: 4.818 34.139 19.567  0.127
H: 9.469 36.193 14.859  0.111
H: 6.226 33.038 21.158  0.106
H: -0.170 29.240 21.874  0.132
H: 0.947 27.578 20.451  0.137
H: -0.460 30.456 26.505  0.096
H: 4.214 30.946 17.010  0.099
H: 7.934 34.011 13.365  0.058
H: 4.410 27.828 18.137  0.134
H: 0.205 31.580 24.192  0.099
H: 6.797 37.000 16.906  0.115
H: 5.314 38.253 15.381  0.083
H: 6.210 28.179 16.830  0.115
H: 6.894 29.467 15.056  0.072
H: 8.722 37.345 12.467  0.122
H: 1.104 31.274 26.282  0.088
H: 9.124 33.765 14.627  0.117
H: 7.654 26.623 14.246  0.089
H: 8.427 27.496 15.545  0.078
H: 8.091 35.783 18.532  0.133
H: 3.648 28.413 14.378  0.136
H: 2.937 30.622 20.488  0.110
H: 1.507 28.793 19.375  0.088
H: 8.040 34.744 21.128  0.130
H: 5.993 35.993 15.618  0.099
H: 7.183 32.140 20.065  0.109
H: 4.530 35.001 17.094  0.138
H: 1.653 27.591 17.516  0.112
H: 1.711 29.057 23.652  0.137
H: 10.415 37.043 12.962  0.114
H: 9.241 31.738 13.522  0.080
H: 10.510 30.154 11.058  0.086
H: 8.666 28.057 14.058  0.064
H: 5.440 30.843 15.774  0.009
H: 0.233 31.869 21.981  0.108

Output
Total charge ... +3
Frontier orbital gap ... 6.70 eV
LUMO ... -6.8 eV
Relative energy (zero: lowest compared OMol25 entry of this formula, charge and spin) ... 3.753 eV


# 2
# C32H72N8O10

A 10-piece molecular cluster, C32H72N8O10 overall (wB97M-V/def2-TZVPD, the OMol25 dataset).

Last column: Löwdin charge in e.
Atoms and positions in Å:
O: -5.083 4.511 4.354  0.111
O: -2.000 1.563 -1.160  -0.019
O: -6.930 3.402 5.217  0.010
O: -4.649 5.235 -5.972  0.051
O: 4.353 5.846 2.374  0.041
O: -1.199 7.469 1.221  0.045
O: 3.385 4.081 1.541  0.119
O: -1.859 -4.720 -5.629  0.003
O: 2.606 -3.373 2.316  -0.021
O: -0.632 1.482 6.915  -0.001
N: -3.431 -4.717 -4.207  0.133
N: 2.701 -5.240 1.320  0.156
N: 5.863 -1.082 -5.520  -0.173
N: -3.316 3.912 -4.832  0.152
N: 0.937 1.799 5.454  0.140
N: -0.619 7.452 3.302  0.171
N: -4.024 -6.284 1.694  -0.177
N: -1.140 2.075 0.816  0.153
C: 5.978 -3.328 -6.745  -0.090
C: -5.291 -4.070 1.424  -0.102
C: -0.506 7.899 2.101  -0.677
C: 7.924 -0.313 -4.340  -0.055
C: -1.293 1.204 -0.204  -0.571
C: -5.742 2.362 3.430  -0.041
C: -3.913 -5.867 3.079  -0.267
C: 5.113 -2.283 -5.953  -0.242
C: 4.235 -0.637 -3.619  -0.099
C: -5.863 3.589 4.319  -0.419
C: 5.655 4.723 0.837  -0.067
C: 4.353 4.793 1.572  -0.513
C: 3.349 -4.226 1.797  -0.620
C: 6.063 6.197 0.937  -0.173
C: -2.879 -7.082 1.186  -0.239
C: 0.525 8.956 1.780  -0.007
C: 4.869 -4.111 1.681  0.005
C: 7.013 -1.512 -4.785  -0.301
C: -3.624 6.111 -3.938  -0.011
C: 5.489 6.678 2.233  -0.164
C: -4.345 -5.102 0.751  -0.198
C: -6.789 1.425 4.172  -0.145
C: 0.663 3.475 7.244  -0.009
C: -2.720 -4.882 3.389  -0.075
C: 4.971 -0.109 -4.843  -0.246
C: 0.392 2.122 6.650  -0.585
C: -4.011 5.027 -4.984  -0.631
C: -3.583 -6.380 -6.132  -0.005
C: -2.922 -5.266 -5.329  -0.568
C: -0.723 -0.229 -0.182  -0.001
C: -7.712 2.325 4.927  -0.239
C: -3.348 -7.995 0.004  -0.106
H: -0.710 1.879 1.708  0.104
H: -4.408 6.649 -3.404  0.070
H: -3.011 -7.047 -6.777  0.083
H: -3.562 -7.478 -0.931  0.046
H: 4.761 -2.881 -5.113  0.100
H: -8.048 1.856 5.853  0.132
H: 1.074 4.253 6.601  0.080
H: 5.349 -3.895 2.635  0.088
H: 7.214 0.311 -3.796  0.044
H: 1.394 3.226 8.013  0.081
H: -5.555 -3.318 0.680  0.069
H: -4.821 -5.375 3.429  0.087
H: 3.295 -5.905 0.845  0.112
H: -1.812 -5.383 3.722  0.064
H: 0.359 9.596 0.913  0.082
H: 6.448 -2.895 -7.628  0.073
H: -8.571 2.589 4.311  0.127
H: -2.430 -4.303 2.512  0.053
H: -2.568 -7.857 1.887  0.110
H: -2.054 -6.513 0.758  0.103
H: 8.605 -0.770 -3.623  0.072
H: -4.114 -7.114 -5.527  0.068
H: -2.475 -8.577 -0.291  0.063
H: -6.234 -4.501 1.758  0.076
H: 0.768 9.635 2.597  0.069
H: 4.977 -1.226 -3.080  0.062
H: -3.041 3.537 -3.935  0.111
H: -3.046 -3.877 -3.800  0.112
H: 8.270 0.150 -5.264  0.083
H: 7.127 6.410 0.833  0.120
H: 1.752 -5.201 1.663  0.129
H: 4.163 0.282 -5.462  0.112
H: 5.549 6.573 0.052  0.120
H: 6.703 -3.692 -6.017  0.049
H: -4.780 -5.400 -0.203  0.100
H: 4.234 -2.053 -6.554  0.113
H: -7.281 0.805 3.423  0.106
H: 6.200 6.676 3.059  0.129
H: 1.438 8.427 1.507  0.076
H: 5.545 0.754 -4.506  0.091
H: -5.978 2.710 2.424  0.124
H: -4.254 -8.587 0.136  0.071
H: 5.044 -3.184 1.133  0.080
H: 3.883 0.072 -2.870  0.071
H: -3.156 6.959 -4.437  0.075
H: 5.392 4.405 -0.172  0.130
H: -4.415 -5.926 -6.671  0.082
H: -4.198 -5.137 -3.700  0.093
H: -4.822 -3.541 2.254  0.059
H: 5.490 -4.214 -7.152  0.067
H: 5.227 7.723 2.067  0.125
H: -3.417 -4.548 0.609  0.091
H: 0.789 0.899 5.019  0.111
H: 7.690 -2.191 -5.305  0.095
H: 0.353 -0.161 -0.024  0.075
H: -3.359 3.408 -5.706  0.115
H: 3.347 -1.189 -3.928  0.071
H: -0.210 7.917 4.099  0.115
H: -2.882 5.797 -3.203  0.065
H: 5.249 -4.885 1.014  0.071
H: -3.175 -4.153 4.059  0.065
H: -4.702 2.036 3.383  0.121
H: -0.951 -0.735 -1.120  0.077
H: 6.489 4.194 1.298  0.131
H: -6.381 0.685 4.861  0.113
H: -1.600 2.961 0.668  0.112
H: -3.868 -6.713 3.765  0.107
H: 6.668 -2.180 -3.996  0.103
H: -0.251 3.723 7.784  0.088
H: 1.654 2.420 5.108  0.096
H: -1.468 6.920 3.426  0.127
H: -1.182 -0.740 0.665  0.073

Output
Frontier orbital gap ... 8.49 eV
LUMO ... 0.2 eV
Relative energy (zero: lowest compared OMol25 entry of this formula, charge and spin) ... 4.269 eV


- Which of these has the highest LUMO?
  C32H72N8O10